# 1
C16H13ClCo2O10 as an isolated structure in a non-equilibrium geometry. Source: the Open Molecules 2025 dataset; level of theory: ωB97M-V/def2-TZVPD.

Last column: Löwdin charge in e.
Atoms and positions in Å:
1 C 3.27 2.26 -3.22  -0.09
2 C 2.84 3.22 -2.15  -0.26
3 O 2.72 2.48 -0.93  -0.03
4 C 2.33 3.30 0.06  -0.59
5 C 2.17 2.65 1.37  -0.62
6 Cl 1.39 3.52 2.54  0.67
7 C 2.73 1.35 1.77  -0.60
8 O 2.73 0.95 2.93  -0.02
9 O 3.24 0.64 0.76  -0.04
10 C 3.81 -0.57 1.25  -0.26
11 C 4.20 -1.39 0.06  -0.09
12 O 2.11 4.49 -0.13  -0.02
13 H 3.34 2.78 -4.18  0.06
14 H 4.25 1.84 -2.99  0.07
15 H 2.55 1.44 -3.32  0.08
16 H 3.59 4.01 -2.01  0.12
17 H 1.87 3.68 -2.39  0.12
18 H 4.68 -0.32 1.86  0.12
19 H 3.08 -1.11 1.87  0.12
20 H 4.62 -2.35 0.37  0.06
21 H 3.33 -1.59 -0.58  0.08
22 H 4.96 -0.88 -0.54  0.07
23 O -5.48 -4.97 1.04  0.05
24 C -5.35 -3.83 1.19  -0.21
25 Co -5.02 -2.12 1.32  0.03
26 C -6.07 -1.45 0.08  -0.20
27 O -6.75 -1.03 -0.76  0.05
28 C -5.50 -1.58 2.91  -0.21
29 O -5.82 -1.20 3.96  0.04
30 C -2.98 -2.10 0.94  -0.26
31 C -2.55 -2.30 -0.37  -0.42
32 C -2.32 -3.13 -1.40  -0.06
33 Co -2.36 -0.59 0.17  0.06
34 C -3.14 0.27 -1.17  -0.13
35 O -3.60 0.99 -1.95  0.10
36 C -0.62 -0.17 -0.06  -0.07
37 O 0.46 0.23 -0.11  0.14
38 C -2.73 0.64 1.42  -0.12
39 O -2.97 1.40 2.25  0.12
40 H -2.53 -2.56 1.83  0.07
41 H -2.12 -2.69 -2.38  0.03
42 H -2.35 -4.21 -1.29  0.03

- Energy above the lowest of the compared OMol25 structures with the same formula, charge and spin: 9.8 kcal per mole
- Total charge: -2
- 2S+1: 1
- E_HOMO: -1.133 eV
- Kohn-Sham gap: 5.2 eV

# 2
C16H13ClN4O3STi as an isolated structure. Source: the Open Molecules 2025 dataset; level of theory: ωB97M-V/def2-TZVPD.

Last column: Löwdin charge in e.
Atoms and positions in Å:
1 Ti -0.03 -0.13 0.03  1.06
2 Cl -1.07 7.03 0.25  0.77
3 C -0.69 5.39 -0.03  -0.64
4 C 0.16 5.04 -1.09  -0.01
5 C 0.50 3.71 -1.35  0.05
6 C -0.03 2.73 -0.54  -0.23
7 O 0.29 1.42 -0.78  -0.18
8 C -0.86 3.06 0.54  -0.12
9 C -1.30 2.09 1.47  -0.05
10 O -1.03 0.86 1.40  -0.08
11 C -1.19 4.41 0.79  0.00
12 H 0.55 5.82 -1.72  0.13
13 H 1.15 3.46 -2.17  0.14
14 H -1.88 2.42 2.33  0.17
15 H -1.82 4.67 1.63  0.14
16 O 1.35 -0.81 0.99  -0.21
17 N 2.51 -1.30 0.46  -0.13
18 C 3.57 -1.39 1.29  0.03
19 C 4.73 -1.91 0.79  0.00
20 C 4.76 -2.33 -0.54  0.01
21 C 3.65 -2.22 -1.34  -0.03
22 C 2.46 -1.69 -0.83  -0.58
23 S 0.98 -1.50 -1.70  0.81
24 H 3.41 -1.04 2.30  0.16
25 H 5.59 -1.99 1.44  0.13
26 H 5.67 -2.75 -0.96  0.14
27 H 3.66 -2.54 -2.38  0.13
28 N -3.03 -4.57 0.64  0.18
29 C -2.96 -3.29 0.24  -0.33
30 C -1.76 -2.56 0.31  -0.03
31 N -1.73 -1.31 -0.14  -0.11
32 C -2.83 -0.75 -0.66  -0.09
33 C -4.01 -1.47 -0.67  -0.06
34 N -4.08 -2.72 -0.23  0.17
35 H -2.24 -5.07 1.00  0.12
36 H -3.92 -5.03 0.60  0.13
37 H -0.85 -2.98 0.71  0.13
38 H -2.78 0.27 -1.03  0.12
39 H -4.92 -1.02 -1.05  0.13

- Energy above the lowest of the compared OMol25 structures with the same formula, charge and spin: 0.0 kcal per mole
- Total charge: +2
- 2S+1: 1
- E_HOMO: -14.818 eV
- Kohn-Sham gap: 6.5 eV

# 3
C16H13F5N2ORu as an isolated structure in a non-equilibrium geometry. Source: the Open Molecules 2025 dataset; level of theory: ωB97M-V/def2-TZVPD.

Last column: Löwdin spin population.
Atoms and positions in Å:
1 Ru -6.75 -12.44 -7.03  1.94
2 C -9.80 -11.93 -6.40  0.01
3 N -8.71 -12.98 -6.34  0.01
4 C -8.82 -13.56 -4.98  0.00
5 C -9.10 -14.10 -7.28  0.05
6 C -8.64 -13.73 -8.65  0.29
7 C -9.21 -14.18 -9.82  0.10
8 C -8.72 -13.79 -11.08  0.10
9 C -7.58 -13.01 -11.15  0.30
10 C -6.94 -12.59 -10.00  0.14
11 C -7.47 -12.93 -8.77  0.07
12 H -10.77 -12.43 -6.33  0.00
13 H -9.72 -11.42 -7.37  0.01
14 H -9.66 -11.22 -5.59  0.00
15 H -9.85 -13.98 -4.84  0.00
16 H -8.64 -12.77 -4.24  0.00
17 H -8.11 -14.36 -4.86  0.00
18 H -10.19 -14.27 -7.24  0.01
19 H -8.62 -15.01 -6.93  0.02
20 H -10.06 -14.86 -9.80  0.00
21 H -9.24 -14.06 -12.00  0.00
22 H -7.20 -12.72 -12.11  0.01
23 H -6.04 -11.97 -10.08  0.00
24 N -4.31 -10.86 -8.13  -0.01
25 C -5.24 -11.49 -7.80  0.01
26 H -3.63 -10.17 -7.81  0.00
27 F -4.08 -14.80 -1.18  0.05
28 C -4.61 -14.01 -2.15  0.14
29 C -4.95 -12.70 -1.93  -0.01
30 F -4.78 -12.17 -0.70  -0.01
31 C -5.51 -11.95 -2.94  0.11
32 F -5.83 -10.67 -2.61  0.03
33 C -5.78 -12.48 -4.21  0.08
34 O -6.45 -11.74 -5.14  0.41
35 C -5.34 -13.78 -4.43  0.07
36 F -5.51 -14.43 -5.63  0.05
37 C -4.81 -14.52 -3.42  0.02
38 F -4.54 -15.83 -3.66  0.00

- Energy above the lowest of the compared OMol25 structures with the same formula, charge and spin: 0.0 kcal per mole
- Total charge: +2
- 2S+1: 5
- Expectation value of S²: 6.058
- E_HOMO (spin up / spin down): -16.089 / -15.682 eV
- Kohn-Sham gap (spin up / spin down): 9.5 / 4.6 eV

# 4
C16H13F5N5O2RhS as an isolated structure. Source: the Open Molecules 2025 dataset; level of theory: ωB97M-V/def2-TZVPD.

Last column: Löwdin spin population.
Atoms and positions in Å:
1 Rh -0.25 -0.50 0.56  1.30
2 N -0.39 0.40 -3.94  0.06
3 C -0.16 -0.06 -2.66  0.11
4 S 0.04 1.23 -1.43  0.24
5 N -0.09 -1.31 -2.41  -0.03
6 N 0.05 -1.66 -1.11  0.22
7 C 0.40 -2.93 -0.86  0.21
8 C 0.65 -3.28 0.48  0.10
9 C 1.07 -4.57 0.89  0.06
10 C 1.30 -4.81 2.22  0.04
11 C 1.10 -3.78 3.16  0.10
12 C 0.69 -2.55 2.71  0.02
13 N 0.47 -2.29 1.42  0.16
14 H -0.05 1.33 -4.14  0.01
15 H -0.19 -0.28 -4.66  0.00
16 H 0.52 -3.63 -1.67  0.01
17 H 1.20 -5.34 0.15  0.00
18 H 1.62 -5.79 2.54  0.00
19 H 1.27 -3.94 4.22  0.01
20 H 0.51 -1.74 3.40  0.00
21 C -2.32 3.17 -0.06  0.01
22 O -1.48 2.14 0.46  0.03
23 C -1.38 0.99 -0.30  0.18
24 C -2.66 0.45 -0.87  0.03
25 H -2.14 4.04 0.56  0.00
26 H -3.37 2.88 0.01  0.00
27 H -2.07 3.40 -1.09  0.00
28 H -3.13 1.15 -1.56  0.01
29 H -3.34 0.25 -0.04  0.00
30 H -2.49 -0.49 -1.40  0.00
31 F 1.64 0.92 1.85  0.04
32 C 0.97 1.57 2.82  0.06
33 C -0.36 1.20 3.09  0.01
34 C -1.00 1.90 4.13  0.06
35 F -2.26 1.67 4.46  0.02
36 C -0.34 2.91 4.82  -0.01
37 F -0.98 3.57 5.78  -0.01
38 C 0.97 3.25 4.52  0.07
39 F 1.58 4.22 5.19  0.02
40 C 1.62 2.57 3.51  -0.01
41 F 2.89 2.87 3.20  -0.01
42 O -2.10 -0.20 2.56  0.50
43 N -0.93 0.22 2.30  0.36

- Energy above the lowest of the compared OMol25 structures with the same formula, charge and spin: 11.9 kcal per mole
- 2S+1: 5
- Expectation value of S²: 6.054
- E_HOMO (spin up / spin down): -5.969 / -8.280 eV
- Kohn-Sham gap (spin up / spin down): 6.3 / 6.8 eV

# 5
A single C16H13N3O5S molecule in a non-equilibrium geometry. Source: the Open Molecules 2025 dataset; level of theory: ωB97M-V/def2-TZVPD.

Last column: Löwdin charge in e.
Atoms and positions in Å:
1 C 3.37 -1.69 2.75  -0.04
2 O 2.13 -1.90 2.10  -0.05
3 C 1.26 -0.88 2.16  -0.46
4 O 1.50 0.16 2.73  0.12
5 C 0.01 -1.15 1.42  -0.13
6 C -0.29 -2.41 0.89  -0.03
7 C -1.44 -2.58 0.14  -0.05
8 C -2.28 -1.51 -0.11  0.01
9 C -1.98 -0.25 0.40  -0.21
10 N -2.75 0.88 0.08  0.11
11 C -3.19 1.13 -1.19  -0.54
12 O -3.36 0.30 -2.04  0.09
13 C -3.50 2.59 -1.48  -0.33
14 S -2.46 3.85 -0.66  1.01
15 C -0.85 3.24 -0.91  -0.67
16 N 0.24 3.89 -0.68  0.04
17 N 1.25 3.02 -0.83  0.11
18 C 0.73 1.88 -1.15  -0.25
19 C 1.41 0.63 -1.31  -0.20
20 C 2.72 0.31 -1.07  0.02
21 C 2.83 -1.08 -1.31  -0.04
22 C 1.58 -1.49 -1.67  -0.11
23 O 0.71 -0.47 -1.67  0.07
24 O -0.63 1.95 -1.24  0.07
25 C -0.85 -0.08 1.19  0.05
26 H 3.22 -1.51 3.82  0.10
27 H 3.88 -0.82 2.32  0.10
28 H 3.95 -2.59 2.59  0.09
29 H 0.39 -3.23 1.07  0.12
30 H -1.68 -3.55 -0.26  0.11
31 H -3.16 -1.64 -0.73  0.11
32 H -2.60 1.68 0.68  0.11
33 H -4.51 2.83 -1.15  0.09
34 H -3.45 2.74 -2.56  0.09
35 H 3.49 0.99 -0.77  0.12
36 H 3.71 -1.68 -1.23  0.11
37 H 1.19 -2.45 -1.94  0.13
38 H -0.60 0.88 1.61  0.14

- SMILES: COC(=O)c1cccc(NC(=O)CSc2nnc(-c3ccco3)o2)c1
- Energy above the lowest of the compared OMol25 structures with the same formula, charge and spin: 41.6 kcal per mole
- 2S+1: 1
- E_HOMO: -8.335 eV
- Kohn-Sham gap: 8.7 eV

# 6
A single C16H13NO7S molecule in a non-equilibrium geometry. Source: the Open Molecules 2025 dataset; level of theory: ωB97M-V/def2-TZVPD.

Last column: Löwdin charge in e.
Atoms and positions in Å:
1 C 3.26 3.27 -1.25  -0.01
2 C 2.09 2.65 -0.54  -0.38
3 O 1.15 3.37 -0.19  0.06
4 C 2.12 1.21 -0.28  -0.09
5 C 3.18 0.42 -0.79  0.06
6 C 3.19 -0.91 -0.52  -0.19
7 C 2.18 -1.51 0.25  -0.18
8 C 1.14 -0.79 0.76  0.08
9 C 1.10 0.59 0.49  -0.20
10 N 0.06 1.33 0.98  -0.04
11 S -1.01 0.88 2.18  0.68
12 O -0.35 0.11 3.19  -0.27
13 O -1.69 2.08 2.54  -0.26
14 C -2.15 -0.19 1.29  -0.26
15 C -2.35 -1.49 1.71  -0.05
16 C -3.24 -2.30 1.03  -0.04
17 C -3.93 -1.79 -0.06  0.01
18 C -3.73 -0.47 -0.47  -0.11
19 C -4.50 0.03 -1.64  -0.49
20 O -5.30 -0.63 -2.26  0.11
21 O -4.22 1.30 -1.95  0.12
22 C -2.83 0.34 0.22  0.02
23 O 2.43 -2.84 0.37  0.06
24 C 3.64 -3.08 -0.34  -0.15
25 O 4.09 -1.87 -0.90  0.04
26 H 3.11 4.34 -1.31  0.09
27 H 4.19 3.06 -0.72  0.09
28 H 3.34 2.87 -2.26  0.09
29 H 3.96 0.85 -1.39  0.12
30 H 0.38 -1.24 1.37  0.10
31 H 0.12 2.33 0.74  0.10
32 H -1.80 -1.85 2.57  0.12
33 H -3.40 -3.32 1.34  0.11
34 H -4.63 -2.40 -0.62  0.12
35 H -4.75 1.58 -2.71  0.14
36 H -2.67 1.36 -0.07  0.13
37 H 4.39 -3.47 0.36  0.14
38 H 3.45 -3.82 -1.13  0.14

- SMILES: CC(=O)c1cc2c(cc1NS(=O)(=O)c1cccc(C(=O)O)c1)OCO2
- Energy above the lowest of the compared OMol25 structures with the same formula, charge and spin: 0.0 kcal per mole
- 2S+1: 1
- E_HOMO: -8.219 eV
- Kohn-Sham gap: 8.2 eV